114
Properties=species:S:1:pos:R:3 method="wB97M-V/def2-TZVPD" energy_ev=-119000.897 charge=-1 gap_ev="5.720 / 5.761" largest_force_ev_per_a=0.68 multiplicity=2 s2=0.765 e_homo_ev="-4.3 / -4.6"
Sn 0.872 -0.222 1.189
C -1.451 -5.277 3.281
N -1.425 -4.159 2.359
C -2.665 -3.981 1.635
C -0.407 -3.220 2.391
N 0.036 -2.600 1.334
C -0.410 -3.060 0.027
C 0.625 -2.834 -1.070
N 0.819 -1.470 -1.618
C -0.305 -1.107 -2.497
C -0.507 0.405 -2.751
N -1.476 1.034 -1.880
C -2.557 1.519 -2.370
N -3.367 2.358 -1.645
C -4.809 2.351 -1.813
C -2.896 3.067 -0.468
N -2.963 1.290 -3.702
C -3.280 -0.054 -4.129
C -3.562 2.343 -4.489
C 2.047 -1.551 -2.423
C 2.538 -0.316 -3.181
N 2.864 0.862 -2.409
C 4.079 1.260 -2.309
N 5.222 0.564 -2.695
C 6.399 1.252 -3.178
C 5.433 -0.842 -2.431
N 4.361 2.558 -1.899
C 5.267 2.796 -0.796
C 3.488 3.657 -2.233
N 0.160 -3.092 3.630
C -0.694 -2.758 4.755
C 1.557 -2.775 3.810
H -1.625 -6.199 2.717
H -2.252 -5.179 4.022
H -0.500 -5.363 3.796
H -3.506 -3.974 2.337
H -2.830 -4.796 0.922
H -2.666 -3.036 1.105
H -1.363 -2.606 -0.266
H -0.571 -4.143 0.075
H 0.347 -3.485 -1.919
H 1.578 -3.186 -0.672
H -1.228 -1.508 -2.075
H -0.147 -1.601 -3.471
H -0.787 0.549 -3.801
H 0.454 0.894 -2.566
H -5.112 1.590 -2.528
H -5.176 3.325 -2.153
H -5.283 2.121 -0.856
H -1.897 2.734 -0.214
H -3.538 2.868 0.391
H -2.894 4.147 -0.656
H -2.880 -0.771 -3.416
H -2.846 -0.263 -5.112
H -4.367 -0.205 -4.201
H -3.355 3.306 -4.026
H -4.648 2.227 -4.605
H -3.122 2.341 -5.492
H 1.893 -2.318 -3.206
H 2.831 -1.919 -1.763
H 1.762 -0.026 -3.900
H 3.394 -0.662 -3.772
H 6.162 2.282 -3.428
H 6.763 0.749 -4.080
H 7.215 1.247 -2.444
H 4.640 -1.241 -1.810
H 6.372 -0.984 -1.886
H 5.488 -1.431 -3.354
H 5.811 1.885 -0.553
H 4.712 3.096 0.100
H 5.986 3.585 -1.048
H 2.658 3.290 -2.831
H 4.043 4.409 -2.810
H 3.099 4.146 -1.336
H -1.743 -2.829 4.470
H -0.504 -1.729 5.072
H -0.506 -3.425 5.603
H 1.714 -1.730 4.080
H 2.094 -2.989 2.892
H 1.970 -3.399 4.605
S 5.319 -2.449 4.321
Sb 4.814 -1.906 2.146
S 3.895 -3.699 1.003
S 3.190 -0.056 2.176
O -2.786 0.730 3.945
C -2.387 0.035 3.008
O -1.201 -0.110 2.585
C -3.451 -0.733 2.226
C -3.374 -0.816 0.842
C -4.339 -1.508 0.119
C -5.376 -2.144 0.776
C -5.445 -2.056 2.159
C -4.506 -1.342 2.888
N -6.521 -2.753 2.855
O -7.412 -3.251 2.188
O -6.480 -2.807 4.068
H -2.540 -0.330 0.347
H -4.275 -1.576 -0.958
H -6.122 -2.721 0.248
H -4.598 -1.265 3.962
S 0.984 5.310 -0.108
C 1.003 3.574 -0.285
N 1.363 2.899 0.739
C 1.679 3.737 1.801
C 2.120 3.335 3.062
C 2.390 4.299 4.011
C 2.235 5.659 3.727
C 1.805 6.080 2.484
C 1.532 5.110 1.526
H 0.706 3.144 -1.232
H 2.265 2.282 3.262
H 2.736 4.002 4.993
H 2.458 6.396 4.489
H 1.686 7.133 2.262